Entry 1:
Entry from the OMol25 dataset: a structure of composition C28H43F9IrOP2 in a non-equilibrium geometry (ωB97M-V with the def2-TZVPD basis set).

E_LUMO (spin up / spin down) ... -3.53 / -6.17 eV

Structure (ORCA input):
```
! wB97M-V def2-TZVPD RIJCOSX def2/J DEFGRID3
* xyz 1 5
Ir -0.07 -0.97 -2.43
C -0.46 -2.43 1.34
C 0.87 -2.52 0.85
C 0.88 -1.01 2.57
C -0.47 -1.44 2.39
C 1.70 -1.62 1.56
C -1.51 -3.47 1.16
H -1.37 -4.05 0.24
H -2.52 -3.05 1.18
H -1.42 -4.17 2.01
C -1.56 -1.15 3.34
H -2.49 -1.63 3.01
H -1.71 -0.07 3.45
H -1.30 -1.55 4.33
C 1.34 -0.40 3.82
H 1.06 -1.08 4.65
H 0.86 0.57 4.00
H 2.44 -0.28 3.87
C 3.17 -1.75 1.62
H 3.44 -2.60 2.26
H 3.62 -0.86 2.05
H 3.57 -1.93 0.63
C 1.41 -3.66 0.08
H 1.95 -4.33 0.80
H 2.13 -3.40 -0.71
H 0.60 -4.25 -0.37
C -1.12 0.14 -3.80
C -1.37 -1.27 -3.90
C -0.65 -2.29 -4.68
C 0.90 -2.19 -4.70
C 1.48 -1.53 -3.46
C 1.57 -0.11 -3.20
C 1.19 0.99 -4.16
C -0.20 0.82 -4.77
H -1.06 -2.30 -5.69
H 1.28 -1.65 -5.57
H -0.93 -3.25 -4.22
H -0.13 0.20 -5.68
H -2.00 0.70 -3.45
H -2.40 -1.53 -3.67
H -0.67 1.77 -5.08
H 1.18 1.96 -3.63
H 2.41 0.18 -2.57
H 1.98 1.09 -4.92
H 1.31 -3.21 -4.75
H 2.31 -2.09 -3.03
P -1.17 0.08 -0.10
P 1.87 0.87 -0.04
C -0.73 1.69 -0.97
C 0.76 2.12 -0.80
H -1.41 2.45 -0.51
H -1.00 1.61 -2.04
H 1.15 2.45 -1.79
H 0.80 3.04 -0.17
C 2.17 1.70 1.52
H 2.88 1.14 2.13
H 1.23 1.85 2.07
H 2.61 2.66 1.24
C 3.59 0.93 -0.71
H 3.79 1.95 -1.10
H 3.82 0.20 -1.50
H 4.28 0.72 0.12
C -2.92 0.37 0.37
H -3.31 -0.45 0.99
H -3.54 0.44 -0.54
H -3.00 1.29 0.93
C -1.82 -1.29 -1.23
H -1.08 -2.09 -1.69
H -2.57 -0.91 -1.89
H -2.26 -2.06 -0.61
F -1.45 3.94 5.08
C -1.16 2.79 4.40
F 0.16 2.54 4.61
F -1.85 1.79 5.01
C -1.45 2.86 2.84
O -0.94 1.83 2.20
C -3.04 2.97 2.72
F -3.60 3.87 3.58
F -3.42 3.32 1.45
F -3.59 1.74 2.98
C -0.88 4.25 2.31
F -1.56 5.33 2.82
F 0.44 4.40 2.60
F -1.01 4.30 0.96
*
```



Entry 2:
Entry from the OMol25 dataset: a cluster of 6 separate species, C28H43NO7 in total in a non-equilibrium geometry (ωB97M-V with the def2-TZVPD basis set).

E_LUMO ... -0.73 eV

Structure (ORCA input):
```
! wB97M-V def2-TZVPD RIJCOSX def2/J DEFGRID3
* xyz 0 1
N -1.35 1.02 3.22
C -1.27 -0.43 3.40
C 0.17 -1.00 3.30
C 0.22 -2.28 2.45
C 0.51 -1.95 1.01
C 1.79 -1.54 0.63
C 2.07 -1.19 -0.69
C 1.04 -1.24 -1.63
C -0.25 -1.64 -1.26
C -0.52 -2.01 0.06
C -1.31 -1.65 -2.29
O -2.29 -2.34 -2.21
C -1.10 -0.71 -3.42
C 0.12 -0.32 -3.77
C 1.29 -0.86 -3.03
O 2.37 -0.98 -3.57
H -0.50 1.48 3.54
H -1.47 1.25 2.25
H -1.63 -0.67 4.40
H -1.90 -0.87 2.64
H 0.75 -0.23 2.79
H 0.62 -1.13 4.27
H -0.74 -2.79 2.50
H 0.98 -2.97 2.82
H 2.56 -1.48 1.39
H 3.06 -0.87 -0.95
H -1.51 -2.32 0.35
H -1.99 -0.35 -3.92
H 0.25 0.37 -4.59
C -6.32 0.15 3.17
C -5.31 -0.73 2.49
O -4.34 -1.17 3.06
C -5.57 -1.05 1.03
H -6.02 0.31 4.21
H -6.37 1.11 2.67
H -7.30 -0.31 3.15
H -5.60 -0.13 0.45
H -6.53 -1.57 0.93
H -4.78 -1.69 0.65
C 5.80 0.83 -0.76
C 6.04 -0.46 -0.01
O 5.28 -0.84 0.85
C 7.27 -1.25 -0.39
H 4.89 1.30 -0.40
H 6.64 1.51 -0.61
H 5.70 0.63 -1.83
H 8.16 -0.65 -0.21
H 7.22 -1.53 -1.44
H 7.32 -2.15 0.23
C 6.34 -0.51 3.85
C 7.82 -0.25 3.75
O 8.56 -0.95 3.10
C 8.35 0.95 4.51
H 6.09 -1.39 3.26
H 6.06 -0.68 4.89
H 5.79 0.34 3.46
H 8.15 0.83 5.58
H 7.87 1.86 4.16
H 9.43 1.03 4.36
C 0.50 0.70 -8.91
C 1.33 0.70 -7.65
O 1.44 1.69 -6.96
C 2.02 -0.59 -7.28
H 0.06 1.68 -9.06
H 1.12 0.45 -9.77
H -0.30 -0.04 -8.82
H 2.70 -0.90 -8.07
H 1.27 -1.38 -7.13
H 2.58 -0.46 -6.36
C -10.30 2.62 1.52
C -8.86 3.03 1.33
O -7.95 2.26 1.54
C -8.61 4.45 0.87
H -10.35 1.59 1.85
H -10.78 3.26 2.27
H -10.85 2.72 0.58
H -9.02 5.15 1.59
H -9.09 4.61 -0.10
H -7.54 4.61 0.77
*
```